C4H8N2O in the gas phase, computed with ωB97M-V/def2-TZVPD.

Output
**HOMO-LUMO gap (alpha / beta)**: 7.99 / 7.99 eV
**ΔE to the lowest compared entry with this formula, charge and spin**: 123.3 kcal per mole
**HOMO level (alpha / beta)**: -7.904 / -7.909 eV
**LUMO energy (alpha / beta)**: 0.1 / 0.1 eV

Geometry as XYZ:
```
15
Properties=species:S:1:pos:R:3:lowdin_charge:R:1
N 1.6746 0.2335 -1.0286 0.036
C 0.9397 0.4704 0.2058 -0.392
C -0.5191 0.8471 -0.0679 -0.145
C -1.4853 -0.3545 -0.3155 -0.374
O -1.7939 -1.0340 0.8351 -0.266
C 0.9495 -0.8332 0.9901 0.018
N 0.0839 -1.4988 1.4258 0.252
H 1.6049 1.0573 -1.6180 0.079
H 2.6589 0.0725 -0.8376 0.078
H 1.4079 1.2151 0.8692 0.135
H -0.5255 1.5147 -0.9395 0.112
H -0.9135 1.4062 0.7871 0.117
H -1.0241 -0.9938 -1.1010 0.110
H -2.3993 0.0729 -0.7642 0.105
H -0.6588 -2.1754 1.5591 0.136
```

=====

A molecular structure, C18H21N3O5Pd, computed with ωB97M-V/def2-TZVPD.

Output
**HOMO-LUMO gap (alpha / beta)**: 7.92 / 7.92 eV
**ΔE to the lowest compared entry with this formula, charge and spin**: 18.0 kcal per mole
**HOMO level (alpha / beta)**: -15.364 / -15.364 eV
**Total charge**: +2
**LUMO energy (alpha / beta)**: -7.4 / -7.4 eV

Geometry as XYZ:
```
48
Properties=species:S:1:pos:R:3:lowdin_charge:R:1
Pd 1.4997 0.4900 -0.0204 1.132
C 1.0049 -0.2634 -2.9547 -0.022
O 1.8868 0.4740 -2.0737 -0.303
C 3.2983 0.1518 -2.2333 -0.117
C 3.7392 -0.8837 -1.2164 -0.101
O 3.3228 -0.3344 0.0526 -0.285
C 3.7380 -0.8440 1.3432 -0.082
C 2.5070 -0.8879 2.2292 -0.137
O 1.7706 0.3492 2.0523 -0.297
C 0.6827 0.4880 2.9940 -0.020
H 1.2917 -0.0512 -3.9827 0.112
H 0.0000 0.1039 -2.7694 0.093
H 1.0603 -1.3322 -2.7483 0.100
H 3.8336 1.0864 -2.0757 0.148
H 3.4712 -0.1997 -3.2497 0.149
H 4.8242 -0.9904 -1.2317 0.157
H 3.2671 -1.8575 -1.3628 0.143
H 4.4941 -0.1614 1.7271 0.151
H 4.1594 -1.8432 1.2336 0.152
H 2.8013 -0.9751 3.2760 0.152
H 1.8494 -1.7201 1.9661 0.126
H 1.0894 0.4466 4.0028 0.113
H -0.0467 -0.3086 2.8414 0.100
H 0.2369 1.4621 2.8184 0.100
O -6.1169 1.1512 -0.4729 0.140
N -5.1658 1.6567 0.0683 -0.337
O -5.1579 2.6979 0.6925 0.107
C -3.8869 0.9142 -0.0006 -0.055
C -3.9658 -0.4259 0.0145 0.095
C -2.7736 -1.2138 0.0293 -0.108
C -2.8246 -2.6199 0.0622 0.040
C -1.6546 -3.3293 0.0826 -0.004
C -0.4478 -2.6189 0.0739 -0.106
N -0.3671 -1.3023 0.0448 0.077
C -1.5170 -0.5941 0.0197 -0.157
C -1.4531 0.8530 -0.0362 -0.113
N -0.2388 1.4709 -0.0927 -0.032
C -0.1573 2.7933 -0.1883 -0.071
C -1.2837 3.6038 -0.2374 0.012
C -2.5219 3.0205 -0.1659 0.065
C -2.6325 1.6197 -0.0510 -0.041
H -4.9354 -0.9064 0.0255 0.150
H -3.7850 -3.1197 0.0697 0.140
H -1.6461 -4.4096 0.1056 0.126
H 0.4924 -3.1604 0.0905 0.117
H 0.8385 3.2159 -0.2309 0.130
H -1.1690 4.6740 -0.3286 0.134
H -3.4119 3.6299 -0.1924 0.128
```

=====

14 unconnected molecules or ions with the total composition C27H80IN12O13, computed with ωB97M-V/def2-TZVPD.

Output
**HOMO-LUMO gap**: 8.29 eV
**HOMO level**: -6.713 eV
**Total charge**: -1
**LUMO energy**: 1.6 eV

Geometry as XYZ:
```
133
Properties=species:S:1:pos:R:3:lowdin_charge:R:1
I 0.1388 -0.6404 -0.2221 0.135
C -2.3144 -3.5616 4.5043 -0.054
C -1.1537 -2.6965 4.0549 -0.536
C -1.4102 -1.2474 4.5065 -0.039
O 0.1061 -3.0267 4.4528 -0.040
H -3.2796 -3.1113 4.2724 0.061
H -2.3945 -3.6992 5.5826 0.081
H -2.3228 -4.5731 4.0983 0.085
H -0.9063 -2.7500 2.9947 0.115
H -2.1733 -0.8057 3.8656 0.060
H -0.5665 -0.5921 4.2904 0.071
H -1.7055 -1.1971 5.5546 0.085
H 0.0707 -3.0508 5.4118 0.096
C -5.2393 -0.7524 2.3494 -0.060
C -5.1587 0.7356 2.7012 -0.493
C -5.3587 1.6492 1.5573 -0.072
O -6.2636 0.9475 3.6034 -0.074
H -4.3958 -0.9293 1.6821 0.062
H -6.1498 -1.0516 1.8302 0.088
H -5.1440 -1.3640 3.2466 0.073
H -4.1929 0.9377 3.1643 0.132
H -4.5843 1.2866 0.8813 0.083
H -5.3049 2.6555 1.9725 0.091
H -6.2553 1.4190 0.9817 0.092
H -7.0859 1.1429 3.1481 0.080
C 5.9928 -0.0452 -4.0049 -0.043
C 5.8644 -1.2574 -3.0245 -0.421
C 6.8735 -1.2182 -1.7827 -0.035
O 4.5883 -1.1163 -2.4465 -0.108
H 6.8448 -0.2232 -4.6610 0.073
H 6.0644 0.8065 -3.3285 0.091
H 5.2074 0.0723 -4.7516 0.062
H 6.0030 -2.1925 -3.5671 0.124
H 6.6734 -0.4089 -1.0805 0.075
H 7.9168 -1.2291 -2.0981 0.069
H 6.6986 -2.0241 -1.0700 0.067
H 4.1216 -0.6066 -3.1128 0.020
C -3.7936 4.2407 -1.2488 -0.076
C -2.5257 3.7238 -1.7879 -0.513
C -1.4483 4.3493 -0.9190 -0.042
O -2.6361 2.3724 -1.5636 -0.071
H -3.9741 5.2777 -1.5320 0.094
H -3.9409 4.0486 -0.1860 0.081
H -4.6635 3.6703 -1.5744 0.080
H -2.3744 3.9729 -2.8382 0.146
H -0.4033 4.1657 -1.1685 0.080
H -1.6444 4.1961 0.1422 0.071
H -1.6330 5.4228 -0.9591 0.083
H -1.9560 1.9758 -1.0142 0.068
C -3.0909 0.4438 -4.5610 -0.058
C -3.6248 1.8332 -4.6934 -0.532
C -4.5203 1.9062 -5.8903 -0.078
O -4.3655 2.2984 -3.5900 -0.049
H -3.9990 -0.1538 -4.6404 0.089
H -2.5284 0.2347 -3.6511 0.074
H -2.4416 0.2156 -5.4062 0.078
H -2.8482 2.5600 -4.9315 0.128
H -4.8949 2.9077 -6.1017 0.076
H -5.5255 1.4850 -5.9007 0.082
H -3.9162 1.5143 -6.7087 0.083
H -3.8322 2.2284 -2.7948 0.018
C 1.4748 1.2322 6.5201 -0.051
C 2.8565 0.8678 5.9498 -0.492
C 2.9087 0.7183 4.4232 -0.039
O 3.8166 1.7752 6.4120 -0.038
H 0.8909 1.8841 5.8703 0.061
H 1.5885 1.8520 7.4095 0.073
H 0.8103 0.3889 6.7080 0.065
H 3.0117 -0.1293 6.3618 0.120
H 2.5846 -0.1871 3.9100 0.057
H 3.9372 0.7460 4.0633 0.077
H 2.4967 1.5885 3.9121 0.075
H 4.6741 1.6363 6.0032 0.090
C 0.3639 0.9000 -4.2184 -0.039
C 1.8227 0.9500 -4.7594 -0.463
C 2.5614 2.2969 -4.5618 -0.039
O 2.7309 0.0130 -4.2448 -0.084
H 0.2983 1.2699 -3.1952 0.056
H 0.0232 -0.1349 -4.2468 0.064
H -0.2667 1.4905 -4.8830 0.071
H 1.7551 0.7867 -5.8349 0.127
H 3.4691 2.3238 -5.1647 0.074
H 2.8183 2.3814 -3.5059 0.062
H 1.9246 3.1479 -4.8036 0.074
H 2.3698 -0.8228 -4.5490 0.078
C 0.8533 -5.4266 0.5166 -0.748
O 1.0029 -6.4467 -0.1653 0.010
N 0.4132 -4.2849 0.0076 0.152
N 1.2057 -5.2503 1.7624 0.167
H 0.4918 -3.3458 0.3711 -0.035
H 0.1664 -4.3365 -0.9704 0.071
H 0.9042 -4.4454 2.2928 0.081
H 1.5232 -6.1300 2.1439 0.117
C 0.9579 -3.5079 -3.4671 -0.783
O 1.0346 -4.5026 -4.1472 0.047
N 1.9731 -2.7429 -3.1421 0.172
N -0.1546 -3.0564 -2.9378 0.136
H 1.8985 -2.1838 -2.3043 0.054
H 2.8818 -2.8179 -3.5766 0.111
H -1.0471 -3.2768 -3.3561 0.114
H -0.1138 -2.3260 -2.2414 -0.078
C -3.4097 -4.2707 0.3514 -0.774
O -4.1308 -5.2321 0.3149 0.047
N -2.8480 -3.7806 -0.7249 0.156
N -3.2059 -3.4133 1.3296 0.169
H -2.9151 -4.2450 -1.6193 0.117
H -2.5050 -2.8340 -0.6452 0.064
H -3.7758 -3.5191 2.1567 0.093
H -2.5456 -2.6516 1.2670 0.074
C 3.9174 -2.1507 1.4691 -0.791
O 4.9913 -2.5358 1.8725 0.026
N 3.7867 -1.5032 0.3573 0.185
N 2.7844 -2.2768 2.1250 0.159
H 4.6491 -1.3840 -0.1546 0.079
H 2.9410 -1.0872 -0.0060 -0.007
H 1.9029 -1.8609 1.8602 0.010
H 2.9521 -2.6025 3.0662 0.108
C 0.2176 4.4002 2.8451 -0.768
O 1.2917 4.3560 2.3029 0.042
N -0.4770 5.4104 3.3622 0.166
N -0.4748 3.3065 2.8916 0.168
H -1.4122 5.3057 3.7290 0.111
H 0.0028 6.2801 3.1791 0.118
H -0.2669 2.4127 2.4696 0.114
H -1.4501 3.5680 2.9128 0.094
C 3.1584 2.2848 -0.3374 -0.764
O 4.3015 2.6712 0.0095 -0.030
N 2.0634 2.7206 0.1656 0.184
N 3.0538 1.2564 -1.1385 0.152
H 2.0459 3.5518 0.7392 0.076
H 1.2194 2.2243 -0.0821 0.028
H 3.8599 0.7042 -1.3943 0.086
H 2.1413 0.8283 -1.0741 -0.070
```

=====

no.,strongest force on any atom (eV/A)
1,1.356
2,0.147
3,6.376